one) C19H26AsF6N2NaO9S3 | the ωB97M-V functional and the def2-TZVPD basis

charge: -2
frontier orbital gap: 6.803 eV

Element x y z (Å)
Na 0.46462 -0.14547 1.25679
O 2.23999 -4.15663 -0.22627
C 1.93157 -3.07629 0.30906
O 0.81332 -2.69315 0.73310
C 3.06860 -2.04438 0.47715
C 4.38931 -2.32815 0.15130
C 5.33598 -1.32432 0.30184
C 4.94695 -0.07717 0.77183
C 3.60684 0.12334 1.07307
N 2.70640 -0.84608 0.92111
C 3.05805 1.49006 1.54351
O 3.90303 2.36131 1.81803
O 1.80457 1.57254 1.55787
H 4.63353 -3.31696 -0.21247
H 6.37416 -1.51087 0.04514
H 5.63825 0.74436 0.90107
F -2.76016 0.39906 5.67350
C -1.54895 -0.04773 5.31712
F -0.69761 0.96498 5.34131
F -1.16114 -0.93609 6.24419
S -1.60848 -0.88007 3.65463
O -0.27866 -0.64830 3.13363
O -2.01464 -2.21008 3.98825
N -2.73645 -0.09701 2.86710
S -2.21066 1.17525 2.04463
O -1.49029 0.82770 0.83893
O -1.74110 2.24619 2.87595
C -3.82907 1.77027 1.42183
F -4.62716 2.14401 2.42485
F -4.46574 0.83370 0.71441
F -3.62125 2.82470 0.63418
O -0.59759 -1.60387 -1.78599
S -0.96278 -2.94707 -1.19552
C -2.37344 -3.51101 -2.24509
C -3.67965 -3.25661 -1.49129
C -3.32626 -3.46079 -0.01799
C -2.07254 -2.62879 0.19837
H -2.21882 -4.57889 -2.42274
H -2.28270 -2.97366 -3.18805
H -4.49195 -3.90948 -1.82138
H -3.99811 -2.22159 -1.64200
H -3.10734 -4.51807 0.16442
H -4.12428 -3.16114 0.66368
H -1.53149 -2.85383 1.11466
H -2.27896 -1.55613 0.14918
C 2.99543 2.00067 -3.27995
C 2.61539 1.14133 -2.07925
As 0.81323 1.39147 -1.30496
C -0.16546 1.52652 -3.01450
C -1.67722 1.54487 -2.77958
C 1.03021 3.32775 -0.96649
C -0.07433 3.90301 -0.08123
H 4.03561 1.82151 -3.57131
H 2.89697 3.06493 -3.05678
H 2.37082 1.78111 -4.14862
H 3.30814 1.33074 -1.25752
H 2.70324 0.07886 -2.31927
H 0.09593 0.63656 -3.59350
H 0.15669 2.40738 -3.57593
H -1.97194 0.66405 -2.20517
H -2.23720 1.54692 -3.72074
H -1.98239 2.42605 -2.20877
H 1.08814 3.86573 -1.91738
H 1.98629 3.43732 -0.44893
H -1.06153 3.80049 -0.54151
H 0.09179 4.96613 0.11981
H -0.09571 3.37878 0.87471

***

two) C19H26AsF6N2NaO9S3 | the ωB97M-V functional and the def2-TZVPD basis

charge: -2
frontier orbital gap: 6.518 eV

Element x y z (Å)
Na 0.17520 -0.60765 0.43830
O -2.44600 -3.08500 -1.75410
C -1.63173 -2.46122 -1.06089
O -1.40597 -1.21013 -1.08226
C -0.75589 -3.27237 -0.09153
C -0.12389 -4.43026 -0.51699
C 0.76019 -5.04616 0.36013
C 0.97897 -4.50050 1.61282
C 0.30527 -3.33256 1.95815
N -0.55953 -2.75437 1.12385
C 0.57303 -2.56542 3.25708
O 0.16988 -3.10717 4.30107
O 1.16140 -1.46956 3.09726
H -0.30295 -4.79966 -1.51699
H 1.30053 -5.93516 0.05201
H 1.68823 -4.93075 2.30701
F 5.86893 -0.70305 1.25061
C 4.77063 -0.92915 0.51324
F 4.61887 0.11951 -0.31598
F 5.01644 -2.00656 -0.24730
S 3.25779 -1.19823 1.55422
O 2.27705 -1.34668 0.50952
O 3.67667 -2.30421 2.34792
N 3.28813 0.20618 2.25745
S 2.35523 1.42726 2.03474
O 1.12383 1.19588 1.31435
O 3.10996 2.59340 1.66209
C 1.76761 1.89835 3.72457
F 2.80899 2.09733 4.54557
F 0.94931 1.02939 4.27744
F 1.11494 3.07320 3.60945
O 2.16283 -1.85397 -3.29232
S 1.50497 -0.69019 -2.63411
C 2.54510 0.76897 -2.99092
C 2.05924 1.35902 -4.30751
C 0.53542 1.29297 -4.22265
C 0.19864 -0.12690 -3.78388
H 3.57195 0.40929 -2.97323
H 2.40765 1.47181 -2.16495
H 2.41625 0.75037 -5.14261
H 2.42206 2.37906 -4.45303
H 0.04541 1.54482 -5.16610
H 0.18543 2.00859 -3.47327
H 0.28141 -0.83843 -4.60741
H -0.76113 -0.25644 -3.28363
C -2.62611 3.52097 2.42958
C -3.53223 2.59545 1.62334
As -2.53566 1.18171 0.65276
C -2.10043 2.17295 -0.99834
C -0.90131 3.10633 -0.87614
C -4.08759 0.24668 -0.10943
C -4.63192 -0.81379 0.83910
H -3.20165 4.17408 3.09219
H -2.02129 4.15899 1.78463
H -1.93209 2.94669 3.04606
H -4.15492 3.14986 0.91375
H -4.21063 2.06262 2.29585
H -2.99754 2.70972 -1.32459
H -1.90784 1.38206 -1.72806
H -1.09735 3.93005 -0.18783
H -0.63890 3.55047 -1.84147
H -0.02491 2.57923 -0.49391
H -3.70839 -0.22460 -1.01703
H -4.85179 0.98405 -0.37729
H -3.86301 -1.55751 1.05327
H -5.48746 -1.33666 0.40434
H -4.95332 -0.38298 1.79203

***

Relative to the most stable one, in kJ/mol, the structures come out at one) 0.0; two) 18.1.

***

one) CH7NO2 | the ωB97M-V functional and the def2-TZVPD basis

charge: 0
frontier orbital gap: 10.659 eV
SMILES: NCO.O

Element x y z (Å)
N 0.39120 -0.25744 -0.55270
C 0.17192 -0.78761 0.71636
O 0.70928 -2.13480 0.70795
H 1.35099 -0.31324 -0.85988
H -0.15062 -0.70609 -1.36565
H 1.00173 -0.47490 1.48618
H -0.92846 -0.77732 1.11718
H 0.17326 -2.65772 0.23856
H -0.36847 3.16555 -0.48404
H -1.10982 2.00542 -0.69554
O -1.24101 2.93814 -0.30841

***

two) CH7NO2 | the ωB97M-V functional and the def2-TZVPD basis

charge: 0
frontier orbital gap: 10.594 eV
SMILES: NCO.O

Element x y z (Å)
N 1.71952 0.76883 0.97598
C 0.91528 0.67470 -0.23892
O -0.22561 1.46172 -0.10682
H 2.55022 0.18316 0.89585
H 1.17432 0.38520 1.74613
H 0.57092 -0.33215 -0.47824
H 1.55852 0.97533 -1.07836
H 0.05560 2.38185 -0.07827
H -2.17341 -3.25930 -0.03468
H -1.37961 -2.20133 -0.82418
O -2.27416 -2.47879 -0.60680

***

Relative to the most stable one, in kJ/mol, the structures come out at one) 91.2; two) 0.0.

***

one) C2H8NOS | the ωB97M-V functional and the def2-TZVPD basis

charge: -1
frontier orbital gap: 7.255 eV

Element x y z (Å)
C 0.63990 0.17152 -1.88378
C 0.44576 -0.75571 -0.68420
S 0.42616 0.41386 0.75502
N -0.26741 1.26270 -1.93825
H 1.61114 0.64089 -1.78651
H 0.62614 -0.40301 -2.78032
H -0.46303 -1.43900 -0.88255
H 1.28710 -1.42244 -0.51244
H -1.22609 0.94433 -2.02019
H -0.22082 1.67836 -1.02799
H -0.45223 -0.98580 2.30913
H -1.90836 -0.76521 2.00664
O -1.33930 -1.27546 2.69869

***

two) C2H8NOS | the ωB97M-V functional and the def2-TZVPD basis

charge: -1
frontier orbital gap: 6.993 eV

Element x y z (Å)
C -0.49296 -2.49969 -0.08457
S 0.37252 -1.58674 1.23066
H -1.05675 -3.36923 0.29927
H -1.24700 -1.85894 -0.54804
H 0.17089 -2.93314 -0.83669
N 0.84028 1.51936 -0.99122
C 0.45035 1.93491 0.36951
O -0.75419 1.34580 0.82921
H 0.10283 1.88954 -1.58308
H 0.67332 0.51272 -0.98306
H 1.23575 1.66563 1.05463
H 0.27783 3.01145 0.36555
H -0.57286 0.36832 0.87784

***

Relative to the most stable one, in kJ/mol, the structures come out at one) 7.3; two) 0.0.

***

one) C2H8NOS | the ωB97M-V functional and the def2-TZVPD basis

charge: -1
frontier orbital gap: 6.821 eV

Element x y z (Å)
C -1.23196 1.30417 -1.03492
S 0.12902 0.86874 -2.23234
H -1.23422 0.42426 -0.35406
H -2.22452 1.23586 -1.57767
H -1.03025 2.25506 -0.43472
N 1.21135 -0.10533 1.45072
C 0.43705 -1.22285 0.86457
O 0.71906 -1.58678 -0.53262
H 2.00611 -0.08540 0.85411
H 0.89842 0.87595 1.56767
H -0.62691 -1.09694 0.98244
H 0.74000 -2.02400 1.46955
H 0.20685 -0.84273 -1.02271

***

two) C2H8NOS | the ωB97M-V functional and the def2-TZVPD basis

charge: -1
frontier orbital gap: 7.085 eV

Element x y z (Å)
C 0.21153 1.90059 1.58435
S -0.57501 0.13272 1.42488
H -0.54016 2.53161 1.06423
H 1.06624 1.97910 1.00816
H 0.34154 2.04039 2.65220
N -0.91937 -0.83534 -1.68649
C 0.51185 -0.90134 -1.93579
O 1.31576 -0.57010 -0.80290
H -1.22731 -0.08149 -1.12498
H -1.19898 -1.65277 -1.22826
H 0.66944 -0.19744 -2.88119
H 1.02713 -1.88558 -1.93523
H 0.63157 -0.44467 -0.01575

***

Relative to the most stable one, in kJ/mol, the structures come out at one) 0.0; two) 31.3.

***

one) C2H2FNaO | the ωB97M-V functional and the def2-TZVPD basis

charge: 0
frontier orbital gap: 5.897 eV

Element x y z (Å)
C -0.08074 -0.75178 -0.47277
H -0.60575 -0.65008 -1.42690
O 1.93942 -0.18815 -1.20725
C 1.26495 -0.76243 -0.42681
H 0.31397 -1.72448 0.32500
Na -1.14595 1.24437 1.07572
F -1.68590 2.83256 2.13301

***

two) C2H2FNaO | the ωB97M-V functional and the def2-TZVPD basis

charge: 0
frontier orbital gap (alpha / beta): 6.076 / 6.076 eV

Element x y z (Å)
O -1.43752 -0.28411 -0.02895
C -0.50525 0.46216 0.02028
C 0.82124 0.41696 0.35743
H 1.11985 0.92220 1.28015
F 1.72543 0.67739 -0.62450
Na -1.94205 -2.53152 0.35607
H 0.19801 -1.89598 0.71083

***

Relative to the most stable one, in kJ/mol, the structures come out at one) 26.3; two) 0.0.

***

one) C2H10NO2S | the ωB97M-V functional and the def2-TZVPD basis

charge: -1
frontier orbital gap: 7.017 eV

Element x y z (Å)
C 1.64017 -0.47082 -1.41027
C 0.43102 -1.26468 -0.78712
S -1.14906 -0.39535 -1.17429
N 1.82415 0.84258 -0.58923
H 1.45966 -0.26708 -2.49452
H 2.57362 -1.09788 -1.41047
H 0.44018 -1.52586 0.23028
H 0.54995 -2.33079 -1.34284
H 0.89090 1.12333 -0.19382
H 1.87611 1.52695 -1.33037
H -1.74195 1.67439 1.75904
H -0.33470 1.38053 2.25499
O -1.08562 1.88852 2.33316
H -2.87703 -0.97931 1.68851
H -1.78821 -0.07421 1.03419
O -2.70918 -0.03031 1.43278

***

two) C2H10NO2S | the ωB97M-V functional and the def2-TZVPD basis

charge: -1
frontier orbital gap: 5.388 eV

Element x y z (Å)
C -0.45060 -0.63843 0.20926
C 0.24816 -1.84042 0.86722
S 1.37518 -1.25555 2.26546
N -0.94582 0.35592 1.17798
H 0.20309 -0.16510 -0.52013
H -1.27688 -1.04436 -0.37824
H -0.40901 -2.54897 1.36328
H 0.89012 -2.43655 0.21089
H -1.68272 -0.10589 1.69255
H -0.09944 0.58291 1.69948
H -0.08480 2.10800 -4.93274
H 1.36407 1.78104 -5.16215
O 0.48005 1.40464 -5.29102
H -1.71362 1.65002 0.34111
H -1.07138 2.27012 -0.96739
O -1.77313 2.42092 -0.32103

***

three) C2H10NO2S | the ωB97M-V functional and the def2-TZVPD basis

charge: -1
frontier orbital gap: 5.934 eV

Element x y z (Å)
C -0.34614 0.21679 -0.98831
C 0.04024 -1.15228 -1.57046
S 1.05070 -0.98743 -3.08737
N 0.83203 1.03534 -0.70331
H -1.04289 0.70400 -1.67909
H -0.92215 -0.02213 -0.07613
H 0.61004 -1.68996 -0.79620
H -0.83142 -1.75246 -1.77719
H 1.38924 0.51847 -0.02626
H 1.34173 1.02854 -1.58119
H 0.44106 2.19663 0.77497
H -0.26095 1.51033 1.92883
O -0.01741 2.39101 1.62259
H -1.05894 -0.76907 2.22888
H -0.52198 -2.05711 2.69548
O -0.70315 -1.17066 3.03476

***

Relative to the most stable one, in kJ/mol, the structures come out at one) 98.5; two) 29.5; three) 0.0.

***

one) C2H13NO4 | the ωB97M-V functional and the def2-TZVPD basis

charge: 0
frontier orbital gap: 10.399 eV
SMILES: C=NC.O.O.O.O

Element x y z (Å)
C -0.82700 -0.88537 1.20617
C -1.32888 -0.46100 -1.01825
N -1.63153 -0.21314 0.19082
H -0.87089 -1.97180 1.11524
H 0.20895 -0.53599 1.14533
H -1.21220 -0.65285 2.19884
H -2.10687 -0.38039 -1.77384
H -0.55976 -1.22578 -1.21176
H 2.58763 0.03304 -1.87637
H 1.66230 0.50923 -0.73766
O 2.17829 -0.23763 -1.04399
H 0.16231 2.21304 0.58707
H 1.58449 2.28637 1.04854
O 1.03231 1.85873 0.38818
H 1.90054 -3.03031 -0.37174
H 1.83687 -1.71277 -1.03756
O 1.36806 -2.55659 -0.99643
H -1.58408 1.60482 0.68133
H -2.67009 2.77691 0.79545
O -1.73046 2.58148 0.71063

***

two) C2H13NO4 | the ωB97M-V functional and the def2-TZVPD basis

charge: 0
frontier orbital gap: 10.363 eV
SMILES: C=NC.O.O.O.O

Element x y z (Å)
C 0.68045 1.09426 1.29353
C 3.02810 1.13458 0.76424
N 1.83774 0.77737 0.36315
H 0.89838 1.97602 1.92211
H -0.19241 1.39735 0.76321
H 0.29512 0.21678 1.84648
H 3.80809 0.57361 0.39162
H 3.26376 2.07448 1.34801
H -2.45077 -1.40104 -1.68497
H -2.94529 -0.37993 -0.59713
O -2.73523 -1.34718 -0.79984
H -0.82285 1.01271 -1.82444
H -1.16924 2.33304 -1.47794
O -1.37654 1.48549 -1.19688
H -1.66373 -2.30101 1.70988
H -0.45934 -3.16789 1.67611
O -1.09539 -2.73240 2.28169
H 0.98989 -0.11625 -1.26819
H 0.78734 -0.79262 -2.63510
O 0.77535 0.06410 -2.16726

***

Relative to the most stable one, in kJ/mol, the structures come out at one) 0.0; two) 63.6.

***

one) C4H14N4 | the ωB97M-V functional and the def2-TZVPD basis

charge: 0
frontier orbital gap: 9.640 eV
SMILES: [H]/N=C(/C)N.CC(N)N

Element x y z (Å)
C 1.64682 -0.31401 -0.48507
C 1.95071 -0.41456 1.01089
N 0.74107 0.79862 -0.69824
N 0.98112 -1.52951 -0.91016
H 2.61253 -0.16264 -1.03238
H 1.61092 -2.32185 -0.85140
H 0.32974 0.76357 -1.61962
H 1.24164 1.68140 -0.60381
H 0.64172 -1.45081 -1.86185
H 1.01737 -0.55264 1.55261
H 2.60840 -1.26261 1.20929
H 2.43611 0.49877 1.35503
C -1.76465 -0.77571 0.66346
C -1.92078 0.55155 -0.00955
N -1.68129 1.65332 0.78899
N -2.31422 0.59343 -1.21059
H -1.06839 1.51037 1.56673
H -1.50974 2.52137 0.29692
H -2.39341 1.53551 -1.59012
H -2.60541 -1.41228 0.40517
H -0.85639 -1.24598 0.28609
H -1.70380 -0.66536 1.73763

***

two) C4H14N4 | the ωB97M-V functional and the def2-TZVPD basis

charge: 0
frontier orbital gap: 8.867 eV
SMILES: [H]/N=C/N.C=N.CNC

Element x y z (Å)
C 1.82613 1.23828 -0.33811
N 1.13390 2.37504 -0.02089
N 1.90116 0.28061 0.51900
C 0.19222 -0.14600 -2.72205
N -0.15631 0.45684 -1.68609
H 2.45650 1.33705 -1.22764
H 2.57874 -0.43131 0.26676
H 0.44514 2.24003 0.71132
H 0.78625 2.91250 -0.79538
H 0.25646 -0.33000 0.91601
H 0.82257 0.35277 -3.46699
H -0.11267 -1.16399 -2.99980
C -1.63932 0.09266 1.65682
C -0.87075 -2.05787 0.85482
N -0.75583 -0.61006 0.73635
H -0.53739 -0.08707 -0.70657
H -1.52309 1.16689 1.51890
H -1.42332 -0.14432 2.70638
H -2.67689 -0.17788 1.45054
H -1.88627 -2.36921 0.60117
H -0.64159 -2.41192 1.86789
H -0.17565 -2.52302 0.15755

***

three) C4H14N4 | the ωB97M-V functional and the def2-TZVPD basis

charge: 0
frontier orbital gap: 9.472 eV
SMILES: [H]/N=C(/N)N(C)N.CC

Element x y z (Å)
C -0.70175 -2.12798 -0.11612
N -1.26109 -0.92435 0.45626
C -1.68017 0.12330 -0.36705
N -0.80462 -0.56282 1.73979
N -2.15648 1.19964 0.32836
N -1.73871 0.12527 -1.63468
H 0.21680 -0.56337 1.77815
H -1.15393 -1.22872 2.42572
H -2.26992 2.03496 -0.21859
H -1.81033 1.29457 1.26940
H -1.41731 -0.71884 -2.08994
H 0.31774 -1.98208 -0.50104
H -1.34153 -2.47609 -0.92497
H -0.67977 -2.90105 0.65432
C 2.60252 0.55653 -0.33822
C 1.51533 1.62096 -0.36070
H 3.43166 0.86403 0.29597
H 2.98572 0.38078 -1.34083
H 2.21568 -0.38659 0.04460
H 1.13574 1.80461 0.64260
H 1.90954 2.55575 -0.75156
H 0.68490 1.31150 -0.99148

***

Relative to the most stable one, in kJ/mol, the structures come out at one) 0.0; two) 191.5; three) 63.0.